(1)
ORCA calculation (ωB97M-V with the def2-TZVPD basis set) on 2 unconnected molecules or ions with the total composition C5H8F4OSi at a distorted geometry.

Geometry (Å):
F  4.284  -0.353  1.140
F  4.635  -0.155  -1.329
H  1.717  0.875  2.234
H  0.332  1.289  3.057
C  1.763  -1.782  -0.305
O  0.323  -0.016  0.477
C  2.097  -2.399  -1.487
H  2.015  -2.018  -2.459
H  1.119  2.525  2.387
H  1.945  -2.310  0.578
H  0.695  1.907  0.264
H  2.496  -3.358  -1.501
C  0.929  1.522  2.294
C  1.301  -0.362  -0.407
H  -0.854  1.513  1.022
F  4.062  2.001  0.126
C  0.189  1.284  0.916
F  0.903  -0.065  -1.627
Si  3.729  0.447  -0.101

* M: 188.20 Da
* strongest force on any atom: 4.535 eV/Å
* Kohn-Sham gap: 8.8 eV
* spin multiplicity: 1
* ΔE to the lowest compared entry with this formula, charge and spin: 24.4 kcal/mol

(2)
ORCA calculation (ωB97M-V with the def2-TZVPD basis set) on C5H8FN in the gas phase at a distorted geometry.

Geometry (Å):
H  2.943  1.322  -0.491
N  2.783  0.292  -0.664
H  3.655  -0.169  -0.445
C  -3.106  -0.590  -0.206
H  2.064  0.263  1.413
F  -2.140  1.529  -0.086
C  0.351  0.484  0.222
H  1.739  -1.185  0.362
C  1.786  -0.041  0.396
H  -2.932  -1.692  -0.356
H  -4.112  -0.104  -0.247
H  0.259  1.556  0.283
C  -2.012  0.168  -0.086
C  -0.695  -0.366  -0.045
H  -0.583  -1.466  -0.050

* SMILES: C=C(F)/C=C/CN
* M: 101.12 Da
* strongest force on any atom: 3.407 eV/Å
* Kohn-Sham gap: 9.5 eV
* spin multiplicity: 1
* ΔE to the lowest compared entry with this formula, charge and spin: 28.4 kcal/mol

(3)
ORCA calculation (ωB97M-V with the def2-TZVPD basis set) on 2 unconnected molecules or ions with the total composition C5H8FN2 at a distorted geometry.

Geometry (Å):
N  -0.473  0.775  -0.269
H  0.201  0.402  -3.288
H  -0.425  0.435  0.791
C  0.787  -1.123  2.480
N  -0.465  1.879  -1.973
C  -0.033  -0.118  -1.178
H  1.161  -2.875  1.235
H  0.310  -1.023  -0.800
F  -0.847  -2.448  1.378
H  1.879  -0.915  2.698
C  -0.844  1.933  -0.762
H  -0.098  -0.716  3.047
H  -1.164  2.620  -0.042
H  -0.487  2.648  -2.696
C  0.005  0.620  -2.264
C  0.492  -2.092  1.642

* M: 115.13 Da
* strongest force on any atom: 6.780 eV/Å
* Kohn-Sham gap: 10.9 eV
* spin multiplicity: 1
* net charge: +1
* ΔE to the lowest compared entry with this formula, charge and spin: 31.4 kcal/mol

(4)
ORCA calculation (ωB97M-V with the def2-TZVPD basis set) on 2 unconnected molecules or ions with the total composition C5H8FN3O3 at a distorted geometry.

Geometry (Å):
H  1.650  0.839  0.337
H  -0.712  1.587  1.079
H  2.093  -0.623  -0.727
C  -1.650  -1.742  0.264
H  0.874  -1.171  2.174
C  0.672  -1.152  1.033
C  -2.947  -0.922  0.020
C  -1.265  0.647  0.755
H  -1.463  -2.859  0.159
C  1.839  -0.298  0.346
H  -3.950  -1.341  -0.312
H  0.791  -2.236  0.675
N  1.917  2.216  -2.060
O  2.046  1.009  -2.346
F  3.046  -0.563  1.138
O  2.392  3.086  -2.803
H  -3.308  1.216  0.272
O  1.302  2.548  -1.017
N  -0.705  -0.694  0.689
N  -2.621  0.454  0.326

* M: 177.13 Da
* strongest force on any atom: 6.883 eV/Å
* Kohn-Sham gap: 6.1 eV
* spin multiplicity: 1

(5)
ORCA calculation (ωB97M-V with the def2-TZVPD basis set) on C5H8FNO in the gas phase at a distorted geometry.

Geometry (Å):
C  1.673  -0.257  -0.384
C  -0.017  0.726  0.776
H  0.601  0.524  1.589
C  -1.191  -0.248  0.483
H  -0.180  0.568  -1.345
F  -2.123  0.099  -0.552
H  -0.609  -1.697  -0.977
C  -0.316  -1.479  0.077
H  2.330  -0.321  -1.303
H  2.503  -0.004  0.408
C  0.568  0.836  -0.532
H  1.031  2.424  0.528
H  -0.451  -2.400  0.752
N  0.355  1.994  0.052
O  1.100  -1.398  0.127
H  -1.703  -0.234  1.426

* SMILES: F[C@H]1COC[C@@H]2N[C@H]21
* M: 117.12 Da
* strongest force on any atom: 7.572 eV/Å
* Kohn-Sham gap: 10.0 eV
* spin multiplicity: 1
* ΔE to the lowest compared entry with this formula, charge and spin: 130.5 kcal/mol

(6)
ORCA calculation (ωB97M-V with the def2-TZVPD basis set) on 2 unconnected molecules or ions with the total composition C5H8FNO at a distorted geometry.

Geometry (Å):
H  1.115  -0.821  -0.078
H  0.723  -1.882  2.265
F  -1.293  -0.814  1.209
H  -0.868  4.083  -1.031
C  -0.700  -1.957  0.756
H  -1.257  2.882  -2.316
H  -1.638  -2.443  0.396
H  0.480  3.293  -1.838
H  0.765  -3.488  1.548
C  1.228  1.304  0.812
C  -0.508  3.121  -1.521
N  0.496  1.644  -0.004
O  -0.458  1.826  -0.906
C  0.535  -2.495  1.437
H  0.804  -2.452  -0.785
C  0.578  -1.800  0.057

* M: 117.12 Da
* strongest force on any atom: 7.658 eV/Å
* Kohn-Sham gap (spin up / spin down): 5.6 / 6.5 eV
* spin multiplicity: 3
* ΔE to the lowest compared entry with this formula, charge and spin: 124.1 kcal/mol

(7)
ORCA calculation (ωB97M-V with the def2-TZVPD basis set) on 2 unconnected molecules or ions with the total composition C5H8FO3P at a distorted geometry.

Geometry (Å):
P  -2.322  -0.930  0.000
H  1.731  -1.748  -1.096
C  1.821  0.046  0.201
H  2.441  -0.790  0.736
O  -2.933  0.610  0.143
O  -3.277  -1.702  -0.933
H  2.605  0.760  -0.055
F  0.555  2.325  -0.492
C  0.800  0.516  1.147
H  -1.637  1.070  -1.323
H  0.146  -0.785  -0.671
C  -1.584  0.604  -0.422
H  1.202  -0.018  -1.833
C  -0.101  1.720  0.723
H  0.094  -0.268  1.411
H  1.286  0.852  2.070
O  -1.992  -1.594  1.317
C  1.166  -0.671  -0.923

* M: 166.09 Da
* strongest force on any atom: 4.439 eV/Å
* Kohn-Sham gap: 5.5 eV
* spin multiplicity: 1
* net charge: -2
* ΔE to the lowest compared entry with this formula, charge and spin: 0.0 kcal/mol

(8)
ORCA calculation (ωB97M-V with the def2-TZVPD basis set) on a molecular structure, C5H8GdO2 at a distorted geometry.

Geometry (Å):
H  1.078  4.838  -2.647
C  -1.405  -2.571  -1.311
O  1.350  2.235  -0.585
C  1.242  4.271  -1.732
H  -2.685  -0.889  -1.095
H  -1.830  -1.481  0.462
H  -1.646  -2.736  -2.363
C  1.094  2.956  -1.758
C  -2.018  -1.603  -0.607
H  -0.799  -3.330  -0.810
Gd  1.673  -0.186  2.013
O  0.792  0.371  -1.541
H  1.514  4.802  -0.820
H  0.751  2.377  -2.612
H  0.748  -0.634  -1.449
C  1.224  0.947  -0.474

* M: 257.37 Da
* strongest force on any atom: 2.019 eV/Å
* Kohn-Sham gap (spin up / spin down): 6.7 / 6.3 eV
* spin multiplicity: 9
* net charge: +2
* ΔE to the lowest compared entry with this formula, charge and spin: 0.0 kcal/mol

(9)
ORCA calculation (ωB97M-V with the def2-TZVPD basis set) on a molecular structure, C5H8I2O at a distorted geometry.

Geometry (Å):
C  -0.340  -0.752  -1.873
H  -0.398  -1.893  -2.102
C  1.628  0.422  1.388
H  1.808  -0.604  1.661
H  -3.614  -0.522  0.763
C  -2.743  -0.022  0.623
H  2.213  1.512  -0.819
H  0.768  0.963  1.881
I  -2.666  1.476  2.193
O  1.942  0.666  -1.078
C  1.178  0.208  -0.072
H  0.269  -0.231  -2.658
C  0.182  -0.566  -0.479
H  -1.491  -0.353  -1.735
I  -1.233  -1.456  0.986
H  2.494  1.150  1.320

* M: 337.93 Da
* strongest force on any atom: 3.634 eV/Å
* Kohn-Sham gap: 7.5 eV
* spin multiplicity: 1
* ΔE to the lowest compared entry with this formula, charge and spin: 91.8 kcal/mol

(10)
ORCA calculation (ωB97M-V with the def2-TZVPD basis set) on C5H8IN3S in the gas phase at a distorted geometry.

Geometry (Å):
C  1.817  0.649  -0.136
C  -0.301  -1.462  -0.821
I  -2.027  -2.913  4.027
H  2.803  0.459  0.292
H  -1.211  -2.027  -0.796
H  -0.154  -0.865  -1.683
H  1.760  1.607  -0.486
C  0.480  0.814  1.909
N  -2.231  -1.610  1.327
H  1.668  0.030  -0.998
C  -1.255  -0.823  1.347
S  -0.930  0.207  2.754
H  0.562  -2.138  -0.663
N  -0.300  -0.712  0.420
C  0.702  0.200  0.704
N  -2.960  -1.591  2.604
H  -3.855  -1.935  2.354
H  1.078  1.484  2.514

* SMILES: Cc1cs/c(=N\NI)n1C
* M: 269.11 Da
* strongest force on any atom: 4.752 eV/Å
* Kohn-Sham gap: 7.3 eV
* spin multiplicity: 1
* ΔE to the lowest compared entry with this formula, charge and spin: 0.0 kcal/mol

(11)
ORCA calculation (ωB97M-V with the def2-TZVPD basis set) on C5H8IOP in the gas phase at a distorted geometry.

Geometry (Å):
H  -0.076  -1.337  1.853
H  -1.719  -0.779  1.533
P  1.845  -1.560  -0.626
H  0.359  2.296  0.678
H  0.181  1.160  2.050
H  -1.759  1.428  -2.797
C  -0.841  -1.116  1.079
H  3.261  -1.421  -0.455
H  -1.249  1.755  0.996
C  -1.348  0.830  -2.123
C  -0.863  0.370  -1.107
C  -0.233  1.403  1.008
C  -0.282  0.116  0.275
O  1.232  -0.294  0.044
I  2.571  -0.817  -2.991
H  -1.081  -2.035  0.581

* SMILES: C#CC(C)(C)OPI
* M: 242.00 Da
* strongest force on any atom: 5.624 eV/Å
* Kohn-Sham gap: 8.8 eV
* spin multiplicity: 1
* ΔE to the lowest compared entry with this formula, charge and spin: 56.6 kcal/mol

(12)
ORCA calculation (ωB97M-V with the def2-TZVPD basis set) on a molecular structure, C5H8LiMgO4 at a distorted geometry.

Geometry (Å):
C  0.374  3.172  0.683
O  2.939  -0.490  -3.220
C  0.520  2.232  -4.269
O  0.919  0.251  -3.044
Li  2.541  1.570  -0.805
O  1.126  1.677  -5.191
C  0.241  1.486  -3.000
C  2.253  0.219  -2.485
H  -0.843  1.327  -2.893
H  -0.466  3.744  1.105
H  -0.071  3.144  -4.462
H  0.619  2.102  -2.153
H  1.111  2.986  1.481
O  2.165  3.300  -0.924
H  1.221  4.970  -0.219
C  1.028  3.906  -0.482
H  0.258  3.985  -1.379
Mg  1.672  -0.424  -4.978
H  0.003  2.190  0.346

* M: 163.36 Da
* strongest force on any atom: 2.145 eV/Å
* Kohn-Sham gap (spin up / spin down): 5.9 / 7.3 eV
* spin multiplicity: 2
* ΔE to the lowest compared entry with this formula, charge and spin: 12.3 kcal/mol

Which value of M does entry 5 give?
117.12 Da

Number 10 is which compound?
C5H8IN3S

Please write out number 6 again, unchanged.
ORCA calculation (ωB97M-V with the def2-TZVPD basis set) on 2 unconnected molecules or ions with the total composition C5H8FNO at a distorted geometry.

Geometry (Å):
H  1.115  -0.821  -0.078
H  0.723  -1.882  2.265
F  -1.293  -0.814  1.209
H  -0.868  4.083  -1.031
C  -0.700  -1.957  0.756
H  -1.257  2.882  -2.316
H  -1.638  -2.443  0.396
H  0.480  3.293  -1.838
H  0.765  -3.488  1.548
C  1.228  1.304  0.812
C  -0.508  3.121  -1.521
N  0.496  1.644  -0.004
O  -0.458  1.826  -0.906
C  0.535  -2.495  1.437
H  0.804  -2.452  -0.785
C  0.578  -1.800  0.057

* M: 117.12 Da
* strongest force on any atom: 7.658 eV/Å
* Kohn-Sham gap (spin up / spin down): 5.6 / 6.5 eV
* spin multiplicity: 3
* ΔE to the lowest compared entry with this formula, charge and spin: 124.1 kcal/mol